Record 1
DFT (wB97M-V/def2-TZVPD) results for a cluster of 2 separate species, C2H7NS2 in total at a distorted geometry.

Element x y z (Å)
C1 -1.27 0.58 -0.92
C2 -1.15 -0.58 -0.21
N1 -1.02 -0.68 1.17
H1 -1.48 1.54 -0.39
H2 -1.29 0.60 -2.00
H3 -1.23 -1.57 -0.76
H4 -0.88 0.17 1.66
H5 -0.45 -1.43 1.46
S1 2.93 -0.08 -0.73
S2 2.22 0.72 1.07
H6 2.06 -1.06 -0.79
H7 1.56 1.80 0.45

E_HOMO, eV: -8.27
Lowest unoccupied orbital energy, eV: 0.2
Spin multiplicity: 1
Frontier orbital gap, Ha: 0.310
Relative energy (zero: lowest compared OMol25 entry of this formula, charge and spin), kcal/mol: 22.33
Structure (SMILES): C=CN.SS
DFT total energy, Ha: -931.48799

***

Record 2
DFT (wB97M-V/def2-TZVPD) results for a structure of composition C36H48BN8O3PtS3 at a distorted geometry.

Element x y z (Å)
Pt1 -0.08 -0.42 0.36
C1 -2.28 0.79 -4.62
C2 -2.31 0.09 -3.31
C3 -3.27 -0.78 -2.83
C4 -2.84 -1.17 -1.55
N1 -1.68 -0.56 -1.29
N2 -1.36 0.21 -2.36
B1 -0.11 1.11 -2.39
N3 -0.21 2.11 -1.23
N4 -0.77 1.75 -0.05
C5 -1.07 2.88 0.61
C6 -0.63 3.97 -0.15
C7 -0.10 3.45 -1.31
C8 0.44 4.20 -2.48
C9 -1.92 3.01 1.86
C10 -1.08 3.55 3.03
C11 -3.02 4.04 1.56
C12 -2.61 1.70 2.23
N5 1.12 0.20 -2.29
N6 1.10 -0.92 -1.52
C13 2.15 -1.67 -1.85
C14 2.89 -0.99 -2.82
C15 2.21 0.18 -3.08
C16 2.56 1.25 -4.06
C17 2.43 -3.09 -1.42
C18 1.50 -3.54 -0.29
C19 3.90 -3.20 -0.98
C20 2.20 -4.00 -2.63
C21 -3.58 -2.11 -0.64
C22 -2.88 -2.26 0.71
C23 -3.67 -3.49 -1.31
C24 -5.00 -1.56 -0.40
H1 -3.14 0.49 -5.20
H2 -1.38 0.54 -5.18
H3 -2.31 1.87 -4.49
H4 -4.16 -1.09 -3.34
H5 -0.07 1.70 -3.42
H6 -0.71 5.02 0.10
H7 0.28 5.26 -2.32
H8 -0.04 3.90 -3.40
H9 1.52 4.04 -2.59
H10 -0.61 4.50 2.75
H11 -0.30 2.86 3.31
H12 -1.72 3.72 3.89
H13 -2.60 5.03 1.40
H14 -3.70 4.10 2.41
H15 -3.59 3.76 0.68
H16 -1.90 0.90 2.40
H17 -3.29 1.38 1.43
H18 -3.19 1.83 3.15
H19 3.80 -1.32 -3.30
H20 3.41 0.93 -4.65
H21 2.81 2.18 -3.56
H22 1.72 1.45 -4.74
H23 1.78 -3.06 0.64
H24 1.59 -4.61 -0.15
H25 0.46 -3.29 -0.52
H26 4.16 -2.37 -0.32
H27 4.57 -3.17 -1.84
H28 4.06 -4.12 -0.43
H29 1.16 -3.98 -2.96
H30 2.46 -5.03 -2.37
H31 2.83 -3.70 -3.47
H32 -1.92 -2.75 0.58
H33 -3.49 -2.87 1.38
H34 -2.73 -1.29 1.17
H35 -2.67 -3.89 -1.47
H36 -4.18 -3.43 -2.27
H37 -4.22 -4.18 -0.67
H38 -4.94 -0.59 0.10
H39 -5.56 -2.25 0.22
H40 -5.54 -1.42 -1.34
O1 -0.19 -2.16 1.98
N7 0.36 -2.09 3.16
C25 0.37 -3.19 3.93
C26 0.82 -3.15 5.23
C27 1.33 -1.96 5.74
C28 1.37 -0.85 4.92
C29 0.87 -0.92 3.62
S1 0.72 0.48 2.64
H41 0.01 -4.09 3.44
H42 0.79 -4.05 5.82
H43 1.70 -1.91 6.75
H44 1.80 0.08 5.26
O2 4.89 -3.55 1.91
S2 4.72 -2.30 2.60
O3 4.65 -2.39 4.04
N8 3.39 -1.50 2.03
C30 3.77 -0.31 1.50
S3 2.60 0.75 0.75
C31 5.15 -0.01 1.52
C32 5.85 1.13 1.09
C33 7.22 1.19 1.27
C34 7.93 0.14 1.85
C35 7.25 -1.00 2.28
C36 5.89 -1.06 2.11
H45 5.30 1.95 0.63
H46 7.75 2.07 0.94
H47 9.00 0.21 1.98
H48 7.79 -1.83 2.73

E_HOMO (alpha / beta), eV: -5.59 / -8.21
Lowest unoccupied orbital energy (alpha / beta), eV: 0.3 / -3.0
Expectation value of S²: 8.799
Spin multiplicity: 6
Frontier orbital gap (alpha / beta), Ha: 0.218 / 0.191
Relative energy (zero: lowest compared OMol25 entry of this formula, charge and spin), kcal/mol: 22.64
DFT total energy, Ha: -3402.98400

***

Record 3
DFT (wB97M-V/def2-TZVPD) results for the ion C3H3N2 with charge +1 at a distorted geometry.

Element x y z (Å)
N1 -3.68 0.14 -0.08
C1 -2.54 0.01 0.03
C2 -1.20 -0.26 0.23
C3 0.12 0.02 -0.16
N2 1.50 0.03 -0.03
H1 1.99 0.85 -0.35
H2 1.89 -0.70 -0.50
H3 1.92 -0.11 0.87

Net charge: +1
E_HOMO, eV: -15.54
Lowest unoccupied orbital energy, eV: -6.2
Spin multiplicity: 1
Frontier orbital gap, Ha: 0.342
Relative energy (zero: lowest compared OMol25 entry of this formula, charge and spin), kcal/mol: 63.64
Structure (SMILES): N#CC#C[NH3+]
DFT total energy, Ha: -225.15643

***

Record 4
DFT (wB97M-V/def2-TZVPD) results for a cluster of 3 separate species, C3H13NO2 in total at a distorted geometry.

Element x y z (Å)
C1 0.52 0.27 0.84
N1 1.61 -0.67 1.24
C2 2.05 -0.41 2.65
C3 1.06 -2.03 1.20
H1 0.48 0.43 -0.25
H2 0.66 1.18 1.41
H3 -0.49 -0.16 0.94
H4 1.76 0.62 2.93
H5 1.45 -1.04 3.31
H6 3.12 -0.59 2.69
H7 0.17 -2.31 1.77
H8 1.92 -2.65 1.43
H9 0.78 -2.30 0.17
O1 -2.19 1.54 -6.04
H10 -1.52 1.00 -5.63
H11 -2.77 1.05 -6.66
O2 -3.04 1.80 -0.40
H12 -2.11 1.85 -0.58
H13 -3.47 2.44 -0.99

E_HOMO, eV: -8.75
Lowest unoccupied orbital energy, eV: 0.6
Spin multiplicity: 1
Frontier orbital gap, Ha: 0.345
Relative energy (zero: lowest compared OMol25 entry of this formula, charge and spin), kcal/mol: 41.93
Structure (SMILES): CN(C)C.O.O
DFT total energy, Ha: -327.27504

***

Record 5
DFT (wB97M-V/def2-TZVPD) results for a structure of composition C49H51N6O7PReS.

Element x y z (Å)
Re1 -0.35 -0.06 0.04
C1 0.17 -1.89 -7.82
O1 -0.29 -1.40 -6.57
C2 -1.41 -0.61 -6.58
C3 -2.15 -0.31 -7.71
C4 -3.26 0.53 -7.60
C5 -3.61 1.07 -6.38
C6 -2.87 0.77 -5.24
C7 -1.78 -0.09 -5.34
N1 -0.93 -0.43 -4.26
C8 -1.17 -0.31 -2.93
N2 -2.44 -0.45 -2.55
C9 -3.08 -0.13 -1.34
C10 -2.41 0.08 -0.15
C11 -3.19 0.40 0.98
C12 -4.57 0.48 0.90
C13 -5.23 0.22 -0.30
C14 -4.49 -0.09 -1.42
O2 -5.00 -0.36 -2.65
C15 -6.42 -0.42 -2.78
N3 -0.15 -0.13 -2.07
C16 1.04 0.34 -2.77
C17 0.92 1.62 -3.31
C18 1.86 2.17 -4.15
C19 3.00 1.43 -4.47
C20 3.15 0.17 -3.94
C21 2.19 -0.39 -3.10
O3 2.48 -1.69 -2.76
C22 1.91 -2.18 -1.58
H1 1.07 -2.46 -7.60
H2 0.41 -1.07 -8.49
H3 -0.57 -2.55 -8.28
H4 -1.88 -0.71 -8.67
H5 -3.84 0.76 -8.48
H6 -4.46 1.74 -6.30
H7 -3.13 1.22 -4.30
H8 0.02 -0.64 -4.53
H9 -3.09 -0.69 -3.30
H10 -2.72 0.58 1.93
H11 -5.14 0.74 1.78
H12 -6.31 0.27 -0.34
H13 -6.61 -0.71 -3.81
H14 -6.86 0.56 -2.58
H15 -6.84 -1.17 -2.11
H16 0.01 2.17 -3.08
H17 1.72 3.16 -4.55
H18 3.75 1.84 -5.12
H19 4.02 -0.43 -4.16
H20 2.03 -3.75 -0.26
H21 0.87 -2.47 -1.74
H22 1.96 -1.44 -0.77
C23 0.35 3.89 1.47
C24 0.76 2.97 0.33
C25 1.38 3.83 -0.77
O4 -0.41 2.24 -0.17
C26 1.78 1.90 0.71
O5 2.78 2.18 1.32
O6 1.53 0.69 0.25
H23 -0.12 4.79 1.07
H24 1.25 4.19 2.01
H25 -0.33 3.42 2.17
H26 0.62 4.42 -1.26
H27 1.91 3.23 -1.50
H28 2.10 4.51 -0.30
H29 -1.22 2.68 0.13
O7 -0.09 1.33 2.56
N4 -0.30 0.00 2.18
C27 -0.28 -0.84 3.15
C28 -0.56 -2.25 3.14
C29 -0.56 -2.85 4.41
C30 -0.89 -4.18 4.56
C31 -1.22 -4.92 3.43
C32 -1.21 -4.34 2.18
C33 -0.88 -3.00 2.00
P1 -0.72 -2.38 0.32
C34 2.67 -3.45 -1.12
C35 2.59 -4.52 -2.12
C36 3.69 -5.22 -2.49
C37 4.93 -4.90 -1.90
C38 5.09 -3.89 -0.95
C39 4.00 -3.17 -0.57
C40 -2.18 -3.03 -0.53
C41 -3.43 -3.12 0.10
C42 -4.54 -3.56 -0.60
C43 -4.43 -3.90 -1.94
C44 -3.20 -3.82 -2.58
C45 -2.08 -3.39 -1.87
H30 0.53 1.33 3.31
H31 -0.06 -0.42 4.13
H32 -0.32 -2.26 5.28
H33 -0.90 -4.63 5.54
H34 -1.48 -5.97 3.53
H35 -1.46 -4.94 1.31
H36 1.62 -4.73 -2.55
H37 3.62 -6.02 -3.22
H38 5.80 -5.47 -2.20
H39 6.06 -3.70 -0.52
H40 4.08 -2.37 0.16
H41 -3.53 -2.84 1.14
H42 -5.49 -3.62 -0.10
H43 -5.29 -4.24 -2.49
H44 -3.10 -4.10 -3.62
H45 -1.12 -3.34 -2.38
C46 6.43 0.94 1.86
N5 6.97 0.16 0.75
C47 8.29 -0.20 0.61
C48 8.40 -0.90 -0.54
N6 7.13 -0.95 -1.08
C49 6.24 -0.30 -0.29
S1 4.59 -0.07 -0.54
H46 7.06 1.80 2.03
H47 6.39 0.32 2.76
H48 5.42 1.25 1.59
H49 9.04 0.07 1.33
H50 9.25 -1.33 -1.02
H51 6.86 -1.34 -1.97

Net charge: +2
E_HOMO (alpha / beta), eV: -11.59 / -11.66
Lowest unoccupied orbital energy (alpha / beta), eV: -6.6 / -6.6
Expectation value of S²: 3.776
Spin multiplicity: 4
Frontier orbital gap (alpha / beta), Ha: 0.183 / 0.185
DFT total energy, Ha: -3570.30790

***

Record 6
DFT (wB97M-V/def2-TZVPD) results for a cluster of 4 separate species, C8H16Cl8 in total at a distorted geometry.

Element x y z (Å)
Cl1 10.06 -5.58 12.92
C1 11.59 -6.06 12.11
C2 11.44 -5.88 10.63
Cl2 12.96 -6.32 9.92
H1 11.69 -7.09 12.43
H2 12.54 -5.67 12.47
H3 11.28 -4.83 10.41
H4 10.67 -6.48 10.14
Cl3 15.30 -7.59 18.45
C3 16.95 -7.08 18.67
C4 17.88 -8.04 17.91
Cl4 17.78 -9.67 18.61
H5 17.18 -6.98 19.73
H6 17.04 -6.08 18.25
H7 18.92 -7.71 17.93
H8 17.67 -8.03 16.84
Cl5 12.74 -6.34 15.48
C5 12.74 -4.61 15.85
C6 13.53 -4.44 17.13
Cl6 14.05 -2.64 17.26
H9 11.73 -4.27 16.06
H10 13.20 -4.16 14.97
H11 14.44 -5.04 17.14
H12 13.10 -4.74 18.09
Cl7 8.60 0.98 13.18
C7 8.98 -0.36 14.29
C8 9.73 -1.39 13.51
Cl8 10.10 -2.77 14.51
H13 8.05 -0.77 14.70
H14 9.52 0.01 15.16
H15 10.77 -1.11 13.34
H16 9.26 -1.72 12.58

Net charge: -1
E_HOMO (alpha / beta), eV: 0.76 / -7.65
Lowest unoccupied orbital energy (alpha / beta), eV: 2.5 / 2.4
Expectation value of S²: 0.751
Spin multiplicity: 2
Frontier orbital gap (alpha / beta), Ha: 0.063 / 0.371
Relative energy (zero: lowest compared OMol25 entry of this formula, charge and spin), kcal/mol: 14.23
DFT total energy, Ha: -3995.90886

***

Record 7
DFT (wB97M-V/def2-TZVPD) results for a structure of composition C5H9ErO3 at a distorted geometry.

Element x y z (Å)
O1 0.37 -1.25 -0.84
Er1 2.27 -0.97 -4.03
O2 1.30 0.24 -2.15
C1 0.91 0.00 -0.96
C2 -0.66 -1.46 0.11
C3 -1.17 -2.88 -0.02
H1 -0.27 -1.27 1.12
H2 -1.47 -0.74 -0.09
H3 -0.36 -3.60 0.15
H4 -1.95 -3.06 0.73
H5 -1.60 -3.05 -1.01
O3 1.54 0.43 0.08
C4 0.35 2.73 0.59
C5 -0.01 3.03 1.83
H6 0.79 3.49 -0.06
H7 0.30 2.41 2.68
H8 -0.25 4.06 2.11
H9 -0.11 1.88 -0.22

E_HOMO (alpha / beta), eV: -7.42 / -7.59
Lowest unoccupied orbital energy (alpha / beta), eV: -0.5 / -1.0
Expectation value of S²: 3.755
Spin multiplicity: 4
Frontier orbital gap (alpha / beta), Ha: 0.253 / 0.242
Relative energy (zero: lowest compared OMol25 entry of this formula, charge and spin), kcal/mol: 0.00
DFT total energy, Ha: -1436.43715